[1]
Formula: C41H48F24N9O16S8
Source: the Open Molecules 2025 dataset
Level of theory: ωB97M-V/def2-TZVPD

XYZ file:
```
146
Properties=species:S:1:pos:R:3
C -2.535 22.697 10.110
C -1.904 21.692 9.157
C -1.752 22.290 7.747
N -0.715 21.514 6.787
C -0.671 22.434 5.520
C 0.088 21.837 4.380
C -0.254 20.368 4.038
C -0.250 19.425 5.237
C -1.034 20.021 6.500
C 0.686 21.734 7.398
H -2.690 22.192 11.064
H -3.585 22.888 9.892
H -2.009 23.629 10.317
H -2.580 20.837 9.132
H -1.030 21.483 9.774
H -1.310 23.287 7.726
H -2.707 22.428 7.240
H -1.675 22.534 5.108
H -0.218 23.387 5.791
H -0.112 22.543 3.574
H 1.169 21.927 4.494
H -1.113 20.266 3.375
H 0.600 20.030 3.450
H -0.624 18.421 5.038
H 0.714 19.260 5.718
H -2.119 20.058 6.398
H -0.851 19.492 7.435
H 0.839 22.781 7.660
H 1.505 21.262 6.854
H 0.616 21.333 8.409
C -7.878 18.797 11.258
N -6.998 18.676 12.426
C -5.726 18.285 12.203
C -4.828 18.161 13.279
C -5.289 18.464 14.574
C -6.613 18.882 14.748
C -7.529 18.974 13.646
C -4.419 18.311 15.688
C -3.401 19.193 15.952
C -2.578 19.075 17.131
N -2.663 17.961 17.828
C -3.631 17.003 17.596
C -4.560 17.233 16.525
C -1.931 17.945 19.137
H -8.514 19.682 11.301
H -8.437 17.868 11.375
H -7.269 18.897 10.361
H -5.414 18.166 11.176
H -3.821 17.809 13.112
H -7.093 18.922 15.714
H -8.567 19.270 13.640
H -3.354 20.126 15.409
H -1.832 19.808 17.399
H -3.564 16.174 18.286
H -5.202 16.404 16.271
H -1.189 18.744 19.156
H -1.396 17.000 19.240
H -2.633 18.116 19.953
C -3.820 14.033 4.741
N -4.551 15.044 3.951
C -4.108 15.347 2.683
C -4.816 16.259 1.898
C -6.113 16.652 2.334
C -6.549 16.392 3.642
C -5.745 15.534 4.369
C -7.049 17.254 1.447
C -8.374 16.815 1.262
C -9.266 17.412 0.363
N -8.797 18.619 -0.200
C -7.500 18.963 -0.216
C -6.660 18.377 0.666
C -9.721 19.326 -1.188
H -2.774 14.118 4.447
H -4.329 13.077 4.625
H -3.802 14.465 5.742
H -3.117 14.975 2.468
H -4.553 16.534 0.887
H -7.458 16.813 4.045
H -6.087 15.123 5.308
H -8.815 15.955 1.745
H -10.337 17.283 0.333
H -7.268 19.765 -0.901
H -5.640 18.707 0.801
H -9.472 20.376 -1.343
H -10.702 19.155 -0.746
H -9.722 18.691 -2.074
C -5.923 20.218 7.838
F -6.047 20.779 6.661
F -4.591 20.022 8.124
F -6.611 20.892 8.817
S -6.785 18.470 7.729
O -8.121 18.586 8.266
O -6.708 17.988 6.358
N -5.813 17.575 8.847
S -4.757 16.999 8.050
O -5.210 15.664 7.638
O -4.084 17.748 7.007
C -3.412 16.824 9.438
F -3.845 16.077 10.423
F -2.341 16.301 8.871
F -2.967 17.906 9.996
C -0.504 12.295 16.978
F -1.511 11.488 17.427
F 0.374 12.159 17.941
F 0.073 11.848 15.852
S -1.116 14.118 16.742
O -1.186 14.770 18.061
O -0.120 14.645 15.846
N -2.705 13.816 16.005
S -2.542 14.488 14.516
O -2.487 15.940 14.511
O -1.536 13.798 13.713
C -4.256 14.047 13.689
F -5.209 14.622 14.501
F -4.512 14.516 12.478
F -4.423 12.691 13.789
C -3.211 12.718 8.591
F -2.179 13.519 8.814
F -4.208 12.992 9.596
F -3.763 12.927 7.359
S -2.592 10.930 9.007
O -2.076 11.041 10.412
O -3.758 10.076 8.732
N -1.369 10.688 7.833
S -0.202 10.041 8.553
O 0.642 11.077 9.235
O -0.521 8.870 9.405
C 0.824 9.437 6.987
F 1.816 8.684 7.320
F -0.101 8.891 6.183
F 1.267 10.534 6.222
C 3.675 17.365 8.807
F 4.961 17.901 8.600
F 3.314 16.776 7.730
F 3.762 16.497 9.841
S 2.457 18.789 9.181
O 3.219 20.000 9.335
O 1.572 18.882 8.051
N 1.864 18.271 10.673
S 0.439 17.802 10.462
O -0.482 18.912 10.211
O 0.291 16.616 9.664
C -0.089 17.391 12.299
F 0.391 16.224 12.656
F 0.313 18.287 13.165
F -1.360 17.319 12.304
```

Output
Spin multiplicity   2
HOMO energy (alpha / beta)   -6.76 / -6.84 eV
LUMO (alpha / beta)   -2.39 / -2.39 eV
Net charge   0
E   -8869.4937 Ha

***

[2]
Formula: C41H48IN5Pd
Source: the Open Molecules 2025 dataset
Level of theory: ωB97M-V/def2-TZVPD

XYZ file:
```
96
Properties=species:S:1:pos:R:3
Pd 0.043 -0.040 -0.869
C -5.629 2.044 0.558
C -5.366 1.571 -0.873
C -4.195 0.647 -0.928
C -4.194 -0.729 -0.910
C -5.362 -1.657 -0.841
C -5.573 -2.177 0.584
C -2.824 -1.135 -0.933
N -2.010 -0.043 -0.953
C -2.825 1.055 -0.950
C -2.386 2.383 -0.931
C -1.068 2.812 -0.906
C -0.661 4.197 -0.872
C -1.593 5.360 -0.808
C -2.123 5.555 0.615
C 0.704 4.206 -0.863
C 1.127 2.827 -0.886
C 2.442 2.404 -0.901
C 2.878 1.078 -1.007
N 2.069 -0.015 -1.091
C 2.881 -1.105 -1.219
C 2.442 -2.435 -1.245
C 1.128 -2.869 -1.142
N 0.029 -2.067 -1.065
C -1.067 -2.881 -1.010
C -2.383 -2.467 -0.947
C -0.645 -4.263 -1.037
C 0.716 -4.255 -1.112
C 1.647 -5.417 -1.050
C 2.158 -5.580 0.383
C -1.566 -5.435 -0.949
C -2.019 -5.671 0.495
C 4.252 -0.692 -1.218
C 4.249 0.678 -1.075
C 5.413 1.601 -0.935
C 5.601 2.045 0.519
C 5.441 -1.589 -1.281
C 5.823 -2.084 0.116
N 0.033 2.008 -0.911
C 1.618 5.385 -0.822
C 2.005 5.727 0.618
H -6.502 2.692 0.594
H -4.774 2.594 0.945
H -5.805 1.191 1.208
H -5.191 2.436 -1.517
H -6.254 1.056 -1.245
H -5.202 -2.503 -1.513
H -6.265 -1.137 -1.168
H -4.681 -2.687 0.939
H -6.409 -2.872 0.617
H -5.782 -1.352 1.261
H -3.151 3.146 -0.933
H -2.431 5.204 -1.492
H -1.067 6.266 -1.120
H -2.664 4.671 0.946
H -2.792 6.411 0.661
H -1.298 5.722 1.303
H 3.208 3.163 -0.850
H 3.205 -3.196 -1.285
H -3.146 -3.231 -0.926
H 2.489 -5.265 -1.728
H 1.128 -6.328 -1.356
H 2.688 -4.686 0.703
H 2.828 -6.430 0.465
H 1.320 -5.730 1.060
H -1.059 -6.330 -1.313
H -2.443 -5.268 -1.581
H -1.162 -5.892 1.127
H -2.713 -6.507 0.551
H -2.511 -4.784 0.889
H 5.273 2.483 -1.567
H 6.323 1.098 -1.269
H 4.724 2.581 0.875
H 6.467 2.696 0.613
H 5.750 1.180 1.160
H 6.284 -1.041 -1.708
H 5.234 -2.443 -1.930
H 5.946 -1.241 0.791
H 6.755 -2.642 0.086
H 5.045 -2.725 0.524
H 1.124 6.246 -1.278
H 2.519 5.172 -1.402
H 1.116 5.972 1.195
H 2.680 6.579 0.643
H 2.495 4.879 1.091
I 2.497 -1.630 2.148
C 0.802 -0.520 2.695
C 0.553 -0.331 4.041
C -0.562 0.408 4.402
C -1.367 0.923 3.390
C -1.028 0.676 2.076
N 0.045 -0.041 1.718
H 1.213 -0.747 4.787
H -0.793 0.575 5.443
H -2.242 1.506 3.625
H -1.629 1.058 1.261
```

Output
HOMO energy   -6.58 eV
LUMO   -0.74 eV
Net charge   0
E   -2290.5953 Ha

***

[3]
Formula: C41H48N5O2
Source: the Open Molecules 2025 dataset
Level of theory: ωB97M-V/def2-TZVPD

XYZ file:
```
96
Properties=species:S:1:pos:R:3
C -1.677 2.680 3.598
O -0.939 2.056 4.678
C -0.748 0.719 4.660
C -1.940 -0.126 4.619
C -2.146 -1.007 3.541
C -3.260 -1.847 3.543
C -4.184 -1.779 4.592
C -4.018 -0.844 5.623
C -2.916 0.001 5.627
C 0.579 0.272 4.644
N 1.018 -1.023 4.665
C 0.237 -2.203 4.935
C 2.402 -1.051 4.548
C 2.835 0.262 4.548
C 4.191 0.587 4.596
C 5.101 -0.485 4.601
C 4.656 -1.821 4.580
C 3.285 -2.127 4.562
N 1.703 1.064 4.614
C 1.735 2.493 4.799
H -1.691 3.742 3.849
H -1.142 2.506 2.651
H -2.696 2.271 3.542
H -1.403 -1.024 2.740
H -3.387 -2.569 2.732
H -5.041 -2.454 4.606
H -4.744 -0.769 6.435
H -2.758 0.750 6.406
H 0.925 -2.944 5.348
H -0.556 -1.986 5.659
H -0.204 -2.610 4.019
H 4.499 1.631 4.632
H 6.174 -0.285 4.624
H 5.390 -2.629 4.580
H 2.894 -3.144 4.555
H 2.787 2.777 4.845
H 1.253 3.010 3.961
H 1.238 2.772 5.737
C 1.914 0.370 -5.843
N 1.773 0.636 -4.429
C 2.822 0.466 -3.571
O 3.936 0.056 -3.882
C 2.340 0.866 -2.177
C 3.022 2.146 -1.687
C 4.523 1.995 -1.527
C 5.052 1.472 -0.344
C 6.434 1.300 -0.209
C 7.289 1.650 -1.261
C 6.761 2.179 -2.445
C 5.383 2.350 -2.572
N 0.892 1.012 -2.383
C 0.048 1.214 -1.353
C -1.325 1.401 -1.487
C -2.235 1.527 -0.438
C -3.651 1.701 -0.618
C -4.523 1.828 0.504
C -5.885 1.988 0.348
C -6.459 2.027 -0.948
N -7.842 2.176 -1.119
C -8.424 3.454 -1.481
C -8.695 1.030 -1.372
C -5.614 1.905 -2.071
C -4.250 1.748 -1.912
C 0.487 0.906 -3.795
C -0.069 2.226 -4.347
C -0.457 -0.283 -4.021
H 2.975 0.228 -6.062
H 1.364 -0.535 -6.136
H 1.529 1.214 -6.428
H 2.548 0.037 -1.476
H 2.803 2.936 -2.425
H 2.564 2.425 -0.728
H 4.366 1.198 0.462
H 6.835 0.895 0.722
H 8.367 1.514 -1.162
H 7.412 2.457 -3.276
H 4.960 2.751 -3.496
H 0.519 1.211 -0.365
H -1.723 1.449 -2.500
H -1.854 1.486 0.586
H -4.092 1.793 1.507
H -6.556 2.087 1.201
H -7.662 4.236 -1.402
H -8.823 3.433 -2.506
H -9.254 3.690 -0.800
H -8.122 0.109 -1.220
H -9.548 1.041 -0.679
H -9.091 1.049 -2.398
H -6.061 1.933 -3.067
H -3.638 1.656 -2.810
H 0.695 3.010 -4.248
H -0.321 2.097 -5.407
H -0.962 2.549 -3.808
H 0.046 -1.197 -3.677
H -1.386 -0.171 -3.460
H -0.689 -0.369 -5.089
```

Output
HOMO energy   -8.07 eV
LUMO   -4.71 eV
Net charge   +1
E   -2015.1124 Ha